{
  "formula": "C6H11N3",
  "method": "ωB97M-V/def2-TZVPD",
  "homo_lumo_gap_ha": 0.3240,
  "homo_ev": -8.72,
  "e_above_lowest_kj_mol": 401.4,
  "smiles": "[H]/N=C(\\C=C)CN.C=C=N",
  "species": ["H", "N", "C", "C", "C", "C", "N", "H", "H", "H", "H", "H", "H", "H", "C", "C", "N", "H", "H", "H"],
  "coordinates": [[0.867, 1.633, -0.499], [0.570, 1.072, -1.333], [-0.193, 0.126, -1.056], [-0.797, -0.149, 0.369], [-1.810, 0.625, 0.801], [-0.512, -0.970, -2.052], [0.434, -2.072, -1.969], [-0.830, -1.208, 0.593], [-1.853, 1.683, 0.587], [-2.590, 0.234, 1.438], [-1.518, -1.357, -1.866], [-0.466, -0.556, -3.061], [1.367, -1.738, -2.187], [0.462, -2.452, -1.028], [1.008, 1.743, 1.575], [0.851, 0.429, 1.712], [1.275, -0.710, 1.940], [1.988, 2.186, 1.638], [0.151, 2.392, 1.515], [1.598, -0.913, 2.881]],
  "nbo_charge": [0.36, -0.63, 0.28, -0.30, -0.33, -0.28, -0.81, 0.22, 0.19, 0.20, 0.19, 0.22, 0.36, 0.35, -0.67, 0.43, -0.67, 0.25, 0.23, 0.39]
}

---

{
  "formula": "C6H11N3",
  "method": "ωB97M-V/def2-TZVPD",
  "homo_lumo_gap_ha": 0.2917,
  "homo_ev": -7.32,
  "e_above_lowest_kj_mol": 436.1,
  "smiles": "[H]/N=C(/C)[C@@H](C)C1=C(N)N1",
  "species": ["H", "N", "C", "C", "C", "C", "C", "C", "N", "N", "H", "H", "H", "H", "H", "H", "H", "H", "H", "H"],
  "coordinates": [[-0.339, -2.589, 0.532], [-1.012, -1.825, 0.507], [-0.613, -0.787, -0.153], [-1.646, 0.082, -0.816], [0.860, -0.590, -0.600], [1.101, 0.023, -1.974], [1.207, 0.316, 0.525], [0.351, 0.783, 1.444], [-0.325, 1.789, 2.041], [1.508, 0.004, 1.934], [-1.349, 1.128, -0.769], [-1.764, -0.196, -1.863], [-2.603, -0.062, -0.321], [1.414, -1.529, -0.498], [2.169, 0.158, -2.134], [0.639, 1.004, -2.061], [0.704, -0.629, -2.751], [-0.249, 1.834, 3.045], [-1.233, 2.013, 1.661], [1.180, -0.927, 2.250]],
  "nbo_charge": [0.33, -0.72, 0.34, -0.68, -0.34, -0.60, 0.04, 0.36, -0.76, -0.63, 0.20, 0.24, 0.24, 0.22, 0.22, 0.21, 0.21, 0.40, 0.40, 0.31]
}

---

{
  "formula": "C6H11N3",
  "method": "ωB97M-V/def2-TZVPD",
  "homo_lumo_gap_ha": 0.3779,
  "charge": 2,
  "homo_ev": -19.17,
  "e_above_lowest_kj_mol": 136.8,
  "smiles": "CN1C(=[NH2+])C=C[C@]12C[NH2+]2",
  "species": ["C", "N", "C", "N", "C", "C", "C", "C", "N", "H", "H", "H", "H", "H", "H", "H", "H", "H", "H", "H"],
  "coordinates": [[0.378, -1.746, -0.157], [0.407, -0.316, 0.151], [1.563, 0.396, 0.084], [2.801, -0.062, 0.052], [1.247, 1.748, 0.084], [-0.049, 1.988, -0.030], [-0.686, 0.633, 0.047], [-2.040, 0.452, 0.622], [-1.819, 0.357, -0.811], [1.316, -2.180, 0.174], [-0.346, -2.114, 0.437], [0.322, -1.885, -1.210], [3.667, 0.577, -0.137], [2.892, -1.010, 0.237], [1.944, 2.542, -0.062], [-0.672, 2.799, -0.260], [-2.477, -0.364, 1.110], [-2.767, 1.251, 0.942], [-1.832, -0.585, -1.244], [-2.231, 0.947, -1.520]],
  "nbo_charge": [-0.41, -0.34, 0.53, -0.67, -0.24, -0.05, 0.25, -0.23, -0.52, 0.24, 0.24, 0.23, 0.49, 0.43, 0.28, 0.27, 0.28, 0.30, 0.46, 0.47]
}

---

{
  "formula": "C6H11N3",
  "method": "ωB97M-V/def2-TZVPD",
  "homo_lumo_gap_ha": [0.3038, 0.1863],
  "charge": 2,
  "homo_ev": [-18.12, -19.94],
  "spin_multiplicity": 3,
  "e_above_lowest_kj_mol": 361.0,
  "species": ["C", "C", "C", "C", "C", "C", "N", "N", "N", "H", "H", "H", "H", "H", "H", "H", "H", "H", "H", "H"],
  "coordinates": [[-0.374, -1.953, -0.224], [-0.472, 0.689, 0.143], [-1.634, -1.430, -0.301], [3.027, -0.009, -0.081], [-2.832, 0.949, -0.046], [1.829, 0.758, 0.479], [0.645, 0.010, 0.063], [0.714, -1.252, -0.125], [-1.689, 0.155, -0.023], [-0.321, -3.082, -0.413], [-0.285, 1.854, 0.072], [-2.538, -1.986, -0.322], [3.113, -0.983, 0.517], [2.734, -0.375, -1.186], [4.000, 0.537, -0.193], [-3.401, 0.929, -0.915], [-2.661, 1.993, 0.248], [-3.521, 0.600, 0.705], [1.839, 0.863, 1.623], [1.826, 1.734, -0.022]],
  "lowdin_spin": [0.27, -0.01, 0.62, 0.02, 0.04, 0.08, 0.30, 0.26, 0.25, 0.00, 0.00, 0.02, 0.01, 0.01, 0.00, 0.02, 0.00, 0.02, 0.06, 0.02]
}

---

{
  "formula": "C6H11N3O2",
  "method": "ωB97M-V/def2-TZVPD",
  "homo_lumo_gap_ha": [0.2156, 0.2155],
  "charge": 2,
  "homo_ev": [-14.83, -14.83],
  "e_above_lowest_kj_mol": 439.8,
  "species": ["C", "C", "C", "C", "C", "C", "N", "N", "N", "O", "O", "H", "H", "H", "H", "H", "H", "H", "H", "H", "H", "H"],
  "coordinates": [[-2.072, 3.264, 4.698], [-3.238, 2.672, 4.359], [-0.913, 1.156, 5.221], [6.134, -3.504, -10.739], [-4.724, 0.713, 4.519], [5.623, -3.424, -9.374], [-0.966, 2.520, 5.128], [-2.376, 0.641, 4.672], [-3.438, 1.328, 4.457], [-0.243, 0.301, 5.485], [-2.338, -0.584, 4.675], [-1.835, 4.355, 4.522], [-4.177, 3.171, 4.052], [6.139, -4.480, -11.400], [5.312, -4.260, -8.732], [7.159, -3.325, -10.366], [-4.709, -0.268, 4.007], [-5.051, 0.253, 5.537], [-5.506, 1.450, 4.008], [5.967, -2.642, -11.422], [5.451, -2.429, -8.856], [-0.199, 3.092, 5.549]],
  "nbo_charge": [0.00, -0.08, 0.80, -0.76, -0.49, 0.26, -0.59, 0.28, -0.11, -0.37, -0.26, 0.28, 0.27, 0.32, 0.25, 0.36, 0.28, 0.28, 0.27, 0.32, 0.25, 0.46]
}

---

{
  "formula": "C6H11N3O2S",
  "method": "ωB97M-V/def2-TZVPD",
  "homo_lumo_gap_ha": 0.3090,
  "homo_ev": -8.77,
  "e_above_lowest_kj_mol": 472.7,
  "species": ["C", "C", "C", "C", "C", "C", "N", "N", "N", "O", "O", "S", "H", "H", "H", "H", "H", "H", "H", "H", "H", "H", "H"],
  "coordinates": [[-3.419, -1.278, -0.633], [-2.846, -1.564, 1.680], [1.845, 0.357, -1.921], [0.637, 0.159, -0.873], [0.376, 1.523, -0.189], [-2.461, -1.298, 0.400], [-4.287, -1.110, -1.394], [-1.873, -1.718, 2.668], [-0.703, 1.377, 0.719], [-1.885, 2.781, -1.109], [-3.201, 1.440, 0.570], [-1.995, 1.917, 0.087], [-3.894, -1.756, 1.940], [2.197, -0.546, -2.422], [1.528, 1.023, -2.693], [2.651, 0.863, -1.466], [1.024, -0.563, -0.097], [-0.147, -0.151, -1.599], [1.205, 1.966, 0.367], [0.130, 2.247, -0.973], [-1.418, -1.330, 0.179], [-2.065, -1.787, 3.648], [-1.190, -1.110, 2.513]],
  "nbo_charge": [0.26, 0.12, -0.60, -0.42, -0.28, -0.47, -0.34, -0.79, -0.79, -0.84, -0.82, 2.27, 0.21, 0.22, 0.20, 0.20, 0.21, 0.22, 0.20, 0.22, 0.24, 0.39, 0.37]
}

---

{
  "formula": "C6H11N4O",
  "method": "ωB97M-V/def2-TZVPD",
  "homo_lumo_gap_ha": 0.4011,
  "charge": 1,
  "homo_ev": -13.95,
  "e_above_lowest_kj_mol": 172.4,
  "species": ["C", "C", "C", "C", "C", "C", "N", "N", "N", "N", "O", "H", "H", "H", "H", "H", "H", "H", "H", "H", "H", "H"],
  "coordinates": [[2.996, -0.877, 0.325], [1.895, -0.382, 1.000], [-1.660, -1.434, 0.094], [-1.364, -0.832, -1.378], [-1.059, 0.869, 0.079], [-0.995, 2.243, 0.566], [2.946, -0.374, -0.845], [1.963, 0.393, -0.904], [1.208, 0.412, 0.188], [-1.483, -0.189, 0.805], [-1.084, 0.614, -1.155], [3.826, -1.617, 0.708], [1.530, -0.567, 2.076], [-2.540, -2.080, 0.089], [-0.839, -2.256, 0.278], [-0.656, -1.425, -1.826], [-2.226, -0.900, -2.067], [-1.358, 2.405, 1.639], [-1.565, 2.737, -0.113], [0.101, 2.646, 0.514], [-1.446, -0.153, 1.795], [1.811, 0.768, -1.870]],
  "nbo_charge": [-0.10, -0.07, -0.26, -0.09, 0.79, -0.70, -0.20, -0.14, -0.33, -0.56, -0.43, 0.25, 0.23, 0.25, 0.22, 0.22, 0.23, 0.27, 0.26, 0.30, 0.43, 0.43]
}

---

{
  "formula": "C6H11N5",
  "method": "ωB97M-V/def2-TZVPD",
  "homo_lumo_gap_ha": 0.3105,
  "homo_ev": -7.97,
  "e_above_lowest_kj_mol": 133.2,
  "smiles": "[H]/N=C(\\N)NCCc1ncc[nH]1",
  "species": ["H", "N", "C", "N", "N", "C", "C", "C", "N", "C", "C", "N", "H", "H", "H", "H", "H", "H", "H", "H", "H", "H"],
  "coordinates": [[-1.196, -2.355, 0.359], [-1.071, -1.207, 0.352], [-2.137, -0.480, 0.042], [-3.485, -0.675, -0.439], [-1.944, 0.891, 0.295], [-0.588, 1.330, 0.682], [0.388, 1.167, -0.456], [1.703, 0.481, -0.271], [2.940, 0.896, -0.288], [3.689, -0.157, 0.035], [2.861, -1.258, 0.182], [1.602, -0.793, -0.030], [-3.944, 0.219, -0.874], [-3.567, -1.510, -1.107], [-2.808, 1.464, 0.527], [-0.802, 2.346, 1.053], [-0.418, 0.674, 1.514], [0.469, 2.122, -1.030], [-0.209, 0.578, -1.204], [4.775, -0.272, -0.015], [3.011, -2.214, 0.438], [0.730, -1.245, 0.234]],
  "nbo_charge": [0.37, -0.87, 0.61, -0.85, -0.64, -0.21, -0.46, 0.33, -0.47, -0.09, -0.13, -0.51, 0.40, 0.40, 0.40, 0.21, 0.22, 0.23, 0.23, 0.20, 0.19, 0.45]
}